Entry from OMol25: a 2-piece molecular cluster, C10H13NO overall in a non-equilibrium geometry (wB97M-V/def2-TZVPD).

Values from the calculation:
<S²>	0.77
E	-518.76434	Ha
total charge	-1
gap between HOMO and LUMO (alpha / beta)	2.70 / 6.32	eV
2S+1	2
LUMO energy (alpha / beta)	3.438 / 3.380	eV
HOMO energy (alpha / beta)	0.73 / -2.94	eV

Each line ends with the Mulliken charge.
Atoms and positions in Å:
C  -0.203  -2.170  3.429  -1.279
C  1.367  -0.144  2.832  -0.918
C  0.786  0.043  0.637  0.097
C  0.397  -1.064  2.621  0.287
C  0.034  -0.992  1.228  0.579
C  0.981  0.344  -0.717  -1.306
C  0.063  -0.288  -1.593  -0.351
C  -0.798  -1.615  0.280  -0.164
C  -0.813  -1.236  -1.105  -0.895
N  1.694  0.518  1.639  -0.134
H  2.094  1.442  1.724  0.272
H  2.035  -0.092  3.686  0.364
H  1.750  1.052  -0.979  0.271
H  -1.292  -2.007  3.386  0.265
H  -0.021  -2.077  4.495  0.372
H  0.094  -0.001  -2.647  0.668
H  -1.523  -2.390  0.543  0.267
H  -1.537  -1.707  -1.772  0.319
H  0.111  -3.163  3.068  0.250
C  -0.684  2.366  -3.710  -0.478
O  -0.905  3.553  -2.928  -0.531
H  -1.773  3.509  -2.529  0.285
H  -0.986  2.639  -4.708  0.321
H  -1.194  1.430  -3.404  0.261
H  0.320  2.053  -3.477  0.178

Atomic forces in eV per Å
-0.32 0.77 0.49
1.13 0.45 1.03
2.89 0.66 1.31
-1.10 -1.23 -1.73
0.77 1.88 -0.62
-0.74 0.00 0.72
-0.08 0.15 -0.81
-1.89 -1.64 -1.05
0.34 0.14 0.78
-1.11 -0.70 0.21
-0.25 -0.18 -0.56
-0.17 0.22 -0.04
0.01 0.10 -0.33
0.12 -0.68 -0.35
0.54 -0.11 0.27
-0.15 -0.44 0.23
0.23 0.13 0.21
0.20 0.03 0.15
-0.37 0.26 0.10
-0.57 -0.14 1.06
-0.13 -0.39 0.16
-0.15 -0.08 0.15
0.62 -0.42 -0.74
-0.59 0.89 0.19
0.77 0.34 -0.87

=====

Entry from OMol25: C30H63N14O4Ti as an isolated structure in a non-equilibrium geometry (wB97M-V/def2-TZVPD).

Values from the calculation:
<S²>	0.75
E	-3097.59703	Ha
total charge	+2
gap between HOMO and LUMO (alpha / beta)	8.41 / 8.67	eV
2S+1	2
LUMO energy (alpha / beta)	-4.665 / -4.406	eV
HOMO energy (alpha / beta)	-13.08 / -13.08	eV

Each line ends with the Mulliken charge.
Atoms and positions in Å:
Ti  -0.817  -1.285  -0.500  0.430
C  -3.846  -1.566  -2.615  -1.035
N  -3.860  -0.260  -1.959  0.712
C  -4.543  0.768  -2.735  -1.215
C  -3.812  -0.180  -0.589  -0.982
N  -2.765  -0.671  0.053  1.788
C  -2.983  -1.117  1.442  -1.084
C  -1.708  -1.746  1.999  -1.464
N  -0.532  -0.913  1.651  1.305
C  0.688  -1.704  1.971  -1.541
C  2.032  -1.043  1.713  -1.062
N  2.154  -0.630  0.330  1.422
C  3.220  -0.112  -0.185  -2.401
N  3.009  0.472  -1.486  1.057
C  2.775  1.914  -1.503  -0.770
C  3.833  0.001  -2.597  -1.394
N  4.469  -0.026  0.343  0.831
C  4.921  -0.807  1.499  -0.981
C  5.553  0.739  -0.271  -1.275
C  -0.593  0.331  2.499  -1.911
C  -0.992  1.667  1.851  -0.668
N  0.197  2.336  1.360  -0.950
C  0.414  3.576  1.697  0.476
N  -0.575  4.439  2.079  0.264
C  -0.397  5.408  3.149  -1.196
C  -1.869  4.455  1.429  -0.798
N  1.686  4.069  1.652  0.282
C  2.832  3.245  1.988  -0.832
C  1.977  5.474  1.438  -1.208
N  -4.851  0.427  0.030  0.405
C  -6.223  0.236  -0.428  -1.170
C  -4.732  1.300  1.187  -0.959
H  -4.869  -1.918  -2.782  0.373
H  -3.332  -2.293  -1.996  0.161
H  -3.363  -1.487  -3.590  0.321
H  -4.010  0.899  -3.679  0.375
H  -4.531  1.713  -2.198  0.377
H  -5.575  0.503  -2.977  0.420
H  -3.778  -1.867  1.466  0.667
H  -3.283  -0.297  2.095  0.360
H  -1.583  -2.748  1.598  0.371
H  -1.797  -1.856  3.083  0.726
H  0.652  -2.611  1.364  0.119
H  0.671  -2.001  3.027  0.501
H  2.768  -1.790  2.014  0.691
H  2.158  -0.183  2.378  0.117
H  2.086  2.179  -0.699  -0.112
H  2.328  2.179  -2.463  0.325
H  3.683  2.519  -1.398  0.468
H  4.001  -1.069  -2.501  0.318
H  4.803  0.496  -2.696  0.372
H  3.292  0.180  -3.528  0.458
H  4.405  -0.524  2.414  0.414
H  5.978  -0.610  1.648  0.409
H  4.813  -1.878  1.329  0.216
H  5.197  1.444  -1.009  0.383
H  6.280  0.072  -0.741  0.347
H  6.067  1.311  0.501  0.421
H  0.388  0.500  2.932  0.512
H  -1.271  0.132  3.333  0.333
H  -1.491  2.272  2.616  1.106
H  -1.703  1.480  1.042  -0.301
H  0.536  5.216  3.674  0.365
H  -1.216  5.301  3.864  0.367
H  -0.400  6.438  2.783  0.380
H  -1.886  3.732  0.615  0.020
H  -2.060  5.449  1.014  0.415
H  -2.677  4.226  2.131  0.327
H  2.490  2.237  2.202  -0.017
H  3.341  3.656  2.865  0.441
H  3.550  3.208  1.164  0.264
H  1.102  5.986  1.046  0.383
H  2.783  5.564  0.706  0.340
H  2.300  5.975  2.355  0.407
H  -6.289  -0.609  -1.109  0.299
H  -6.625  1.128  -0.912  0.375
H  -6.848  0.013  0.438  0.425
H  -5.121  0.828  2.093  0.312
H  -5.323  2.197  0.999  0.444
H  -3.700  1.601  1.341  0.154
C  3.521  -3.864  -0.942  -0.812
C  2.164  -4.385  -0.633  0.060
N  1.037  -3.702  -0.695  -0.071
C  0.042  -4.585  -0.333  0.486
C  0.587  -5.814  -0.054  -0.191
N  1.923  -5.659  -0.257  -0.071
C  0.089  -7.140  0.428  0.574
O  -1.198  -7.261  0.636  -0.547
O  0.893  -8.016  0.606  -0.582
C  -1.369  -4.151  -0.291  -0.014
O  -2.239  -4.873  0.166  -0.860
O  -1.596  -2.937  -0.724  0.525
H  3.581  -2.827  -0.620  -0.150
H  3.719  -3.917  -2.014  0.302
H  4.288  -4.448  -0.435  0.477
H  2.579  -6.420  -0.135  0.295
H  -1.705  -6.436  0.454  0.408
N  -0.270  -1.673  -2.596  -0.391
C  0.094  -0.630  -3.578  -0.689
C  -0.838  0.565  -3.419  -0.186
C  -0.609  1.316  -2.097  -0.468
N  0.030  0.467  -1.072  3.207
H  0.495  -2.330  -2.454  0.008
H  -1.048  -2.217  -2.956  0.357
H  0.020  -1.014  -4.597  0.690
H  1.132  -0.339  -3.415  -0.355
H  -1.863  0.193  -3.454  -0.476
H  -0.708  1.248  -4.257  0.544
H  -1.566  1.669  -1.707  0.238
H  0.013  2.195  -2.284  0.741
H  0.223  1.073  -0.239  -1.511
H  0.981  0.225  -1.378  -0.560

Atomic forces in eV per Å
0.10 0.54 0.64
0.03 0.02 0.06
-0.17 -0.14 0.03
0.03 0.05 -0.01
0.09 0.11 -0.08
-0.05 0.32 0.08
0.00 0.02 0.05
-0.49 0.01 -0.10
0.26 0.23 0.48
0.25 -0.07 0.29
-0.10 0.14 -0.07
-0.02 -0.17 -0.06
-0.31 0.20 -0.10
0.21 -0.09 -0.01
-0.04 -0.01 0.05
-0.05 0.00 -0.02
0.21 0.01 0.09
-0.07 -0.01 -0.01
0.07 0.09 0.02
-0.04 0.25 0.08
0.45 -0.08 0.02
0.17 -0.24 -0.35
-0.13 -0.37 -0.25
-0.04 0.22 0.13
-0.07 -0.02 0.01
0.00 0.06 -0.04
0.07 0.10 0.21
-0.09 0.01 -0.05
0.03 0.02 -0.07
-0.04 0.00 -0.02
-0.12 0.02 -0.03
-0.01 0.02 0.04
0.01 0.02 -0.04
0.05 -0.05 0.02
0.03 -0.02 0.01
0.02 0.01 0.01
-0.01 0.00 -0.01
0.01 -0.01 0.01
-0.01 0.02 0.06
0.06 -0.05 0.01
0.09 -0.04 0.07
0.06 -0.01 -0.01
-0.05 -0.04 0.12
-0.14 -0.04 -0.02
-0.07 -0.02 0.06
0.08 0.01 0.01
0.03 0.07 0.02
-0.02 0.01 0.02
-0.05 -0.02 0.00
0.01 -0.09 0.00
-0.05 -0.02 0.00
0.00 -0.03 -0.01
0.07 -0.04 -0.02
0.03 0.02 -0.06
-0.04 0.00 0.00
0.00 -0.06 0.09
0.00 0.03 -0.01
-0.02 -0.03 0.03
0.03 -0.08 0.02
0.00 -0.10 -0.04
-0.11 -0.18 0.01
-0.11 0.00 -0.04
-0.03 0.03 -0.02
0.02 0.01 0.01
0.02 -0.02 0.00
0.01 0.07 0.01
-0.02 -0.01 0.00
0.00 -0.02 -0.01
0.01 -0.06 -0.01
0.02 -0.01 -0.02
-0.01 0.00 -0.02
0.04 -0.01 -0.01
-0.02 0.00 0.00
0.00 0.00 -0.01
0.03 0.02 0.00
0.04 0.00 0.00
0.03 -0.02 0.01
0.03 0.01 0.00
0.01 0.00 -0.02
-0.03 -0.01 -0.02
0.04 -0.07 -0.04
-0.04 0.14 -0.07
-0.07 0.06 -0.08
0.07 0.03 -0.22
-0.29 0.14 0.09
-0.04 -0.11 0.06
0.21 0.05 -0.08
-0.18 -0.34 0.09
0.00 0.00 -0.01
0.16 -0.79 0.20
-0.14 0.31 -0.23
-0.33 -1.87 -0.16
0.03 0.06 -0.03
0.00 0.03 0.01
0.01 0.03 0.01
0.01 0.00 0.03
0.09 0.13 0.03
0.01 0.04 -0.46
-0.14 0.23 -0.15
0.10 -0.12 0.21
-0.21 0.13 -0.32
0.41 2.02 0.05
0.02 -0.15 -0.04
0.03 -0.09 -0.06
0.07 -0.06 0.03
0.03 -0.04 0.04
-0.02 0.01 -0.06
-0.03 0.00 0.00
0.07 0.04 0.03
-0.01 -0.02 0.10
-0.06 -0.24 -0.30
0.08 0.03 0.08

=====

> Number 2 is which compound?

C30H63N14O4Ti